Computed, not measured: a structure of composition C43H38AsN5O2PPt in a non-equilibrium geometry, with ωB97M-V/def2-TZVPD.

Total charge   +3
LUMO energy (alpha / beta)   -8.523 / -12.164 eV
HOMO-LUMO gap (alpha / beta)   6.60 / 3.52 eV
E   -4780.9436 Ha
2S+1   5

```
91
Properties=species:S:1:pos:R:3:forces:R:3:mulliken_charge:R:1
Pt 0.05292 -0.92652 -0.33060 0.126 0.200 0.191 2.357
O -3.01984 -1.76715 0.84838 0.462 0.493 -0.170 -0.489
C -2.20306 -2.65236 0.73938 1.129 -0.045 0.055 0.500
O -0.88469 -2.55384 0.55959 -1.088 0.121 -0.034 -1.052
C -2.68233 -4.09634 0.84218 -1.500 0.119 0.433 -0.952
P -3.12972 -4.75406 -0.82143 0.074 0.190 -0.198 0.078
C -1.62301 -4.63187 -1.81128 -0.030 1.641 0.220 0.712
C -0.57125 -5.43389 -1.37724 0.770 0.157 -0.865 -0.741
C 0.76944 -5.04640 -1.63327 -1.928 -0.922 1.108 -0.790
C 1.02546 -3.89731 -2.31860 0.473 0.323 -0.979 0.031
C -0.02095 -3.15700 -2.88833 -1.166 0.464 0.589 -1.039
C -1.37302 -3.42207 -2.55600 0.741 -0.926 0.097 -0.159
C -4.50905 -3.96044 -1.57875 -0.527 -0.026 1.035 0.761
C -4.85578 -4.34788 -2.89281 -0.587 1.541 0.682 -0.526
C -5.92223 -3.69296 -3.50190 0.601 -0.064 0.762 -0.589
C -6.62487 -2.71743 -2.80110 -0.938 -0.103 0.055 -0.433
C -6.36993 -2.43819 -1.45976 1.134 -0.879 0.385 -0.679
C -5.33610 -3.09167 -0.78630 0.458 -0.360 -1.003 -0.364
H -3.56442 -4.08283 1.56562 1.067 -0.347 -1.114 0.519
H -1.91548 -4.76433 1.19398 0.358 -0.221 0.258 0.503
H -0.80522 -6.39241 -0.92607 0.215 0.147 0.322 0.498
H 1.53531 -5.64421 -1.18496 0.496 -0.208 -0.113 0.493
H 2.07940 -3.65220 -2.49321 -0.501 0.221 -0.065 0.423
H 0.19388 -2.30310 -3.52472 0.052 -0.079 0.087 0.466
H -2.19889 -2.73856 -2.85174 0.728 -0.695 0.145 0.462
H -4.27273 -5.08725 -3.37431 0.385 -0.634 -0.644 0.506
H -6.22252 -3.93484 -4.49120 -0.120 -0.237 -0.682 0.449
H -7.51667 -2.26853 -3.26452 0.646 -0.067 0.131 0.377
H -6.96554 -1.76154 -0.90582 -0.643 0.597 0.273 0.454
H -5.10671 -2.95010 0.28346 -0.291 0.161 -0.834 0.353
C 5.15424 -3.87803 -0.79121 -0.827 0.517 -0.679 -0.684
C 4.50831 -3.92347 0.41649 -0.145 0.081 0.339 -0.666
C 3.68557 -2.86974 0.80962 0.954 0.422 -1.721 -0.679
C 3.49942 -1.75699 -0.00114 1.000 -0.327 -1.419 0.730
C 4.11910 -1.71008 -1.30246 -0.941 -0.640 1.099 -0.802
C 4.85573 -2.83443 -1.67502 1.000 0.976 -0.922 -0.518
As 2.34619 -0.33906 0.51948 -1.470 -0.550 0.392 0.552
C 3.19757 1.21933 -0.12065 0.202 0.576 0.140 0.109
C 2.50331 2.17002 -0.86135 -0.223 -0.289 -0.216 -0.173
C 3.18835 3.29740 -1.31240 0.397 -0.199 1.140 -0.564
C 4.52104 3.50021 -0.85058 -0.160 0.634 -1.746 -0.570
C 5.21636 2.55566 -0.11031 -0.844 -0.117 -0.014 -0.716
C 4.53022 1.40210 0.24766 0.423 -1.023 0.907 -0.213
C 2.17424 -0.20646 2.45458 0.634 0.885 -0.352 0.655
C 1.63950 -1.25388 3.18687 -0.730 -0.758 -0.802 -0.134
C 1.70035 -1.22787 4.56800 -0.500 -0.276 0.621 -0.825
C 2.30577 -0.15288 5.19895 0.358 0.262 -0.618 -0.580
C 2.84197 0.91608 4.47313 -0.795 -1.219 -0.377 -0.827
C 2.72652 0.92705 3.08670 -0.104 -1.425 0.617 -0.450
H 5.83955 -4.64775 -1.08150 0.155 -0.324 -0.167 0.469
H 4.65529 -4.78038 1.04949 0.076 -0.009 0.385 0.480
H 3.33719 -2.80188 1.77291 -1.052 -0.336 2.156 0.649
H 3.97948 -0.84558 -1.97357 0.123 -0.613 0.361 0.391
H 5.33298 -2.82771 -2.67419 -0.304 -0.034 0.708 0.404
H 1.43916 1.95132 -1.08180 0.713 0.459 -0.125 -0.005
H 2.63630 4.00010 -1.93021 0.473 0.116 0.027 0.530
H 5.10951 4.35557 -1.23790 -0.671 -0.393 0.411 0.358
H 6.24554 2.73410 0.16826 -0.033 -0.109 0.046 0.475
H 5.00100 0.60778 0.88325 -0.198 0.856 -0.758 0.416
H 1.11793 -2.07069 2.64094 0.505 0.452 0.561 0.367
H 1.25522 -2.02918 5.18221 0.330 0.422 -0.518 0.416
H 2.41241 -0.13793 6.25875 -0.034 -0.085 0.632 0.445
H 3.37772 1.64592 5.01866 0.304 0.962 0.220 0.500
H 3.14041 1.71921 2.52338 0.362 0.722 -0.528 0.522
C -1.53576 0.95575 2.15003 -0.642 2.296 0.756 -1.174
C -1.61274 1.46185 0.74167 -0.627 -1.322 -0.878 0.911
N -1.28643 0.77685 -0.37020 0.660 0.582 0.610 -0.303
C -1.47323 1.63227 -1.44111 -1.074 1.061 0.526 -0.936
C -1.99659 2.82165 -0.97905 0.541 -1.214 -1.094 -0.246
N -2.12883 2.64866 0.35943 0.297 0.815 2.688 0.076
C -2.46930 3.67499 1.39239 -2.823 -0.616 -3.602 -1.273
N -1.50601 4.65933 1.36411 0.546 1.649 -0.275 0.696
N -0.33309 4.25007 1.82031 3.892 2.097 -0.362 -0.199
N 0.60179 5.05544 1.39230 -1.631 -0.719 -0.980 -0.449
C -0.04110 6.01014 0.46468 1.956 -0.931 1.985 0.712
C 0.56398 7.07745 -0.22144 -2.888 -1.135 2.516 -0.752
C -0.42466 8.01463 -0.70457 0.994 -1.154 -0.090 -0.352
C -1.80381 7.77326 -0.60055 1.504 1.589 -2.701 -0.730
C -2.27650 6.66798 -0.01718 1.070 -0.181 0.479 -0.621
C -1.41029 5.75871 0.58843 1.599 -0.173 -0.243 0.813
H -0.59302 1.37552 2.58016 -0.463 -0.926 -0.088 0.339
H -1.66874 -0.10875 2.15164 0.348 -0.471 0.143 -0.082
H -2.36862 1.41572 2.80902 1.187 -0.967 -1.153 0.466
H -1.45095 1.37145 -2.47830 0.515 -0.397 -0.189 0.568
H -2.27347 3.70247 -1.52633 -0.240 0.084 0.048 0.528
H -2.64569 3.19374 2.30934 0.004 -0.153 1.169 0.461
H -3.34286 4.19197 0.99510 -0.625 -0.448 0.495 0.308
H 1.58810 7.25277 -0.01593 1.001 0.324 -0.612 0.568
H -0.04180 8.85445 -1.22219 0.017 0.940 -0.429 0.476
H -2.36514 8.38591 -1.32541 -0.433 -0.094 1.240 0.387
H -3.26105 6.58514 0.06994 -4.256 -0.714 0.111 0.618
```
Forces are in eV/Å.

***

Computed, not measured: the ion C3H8NOS with charge +1 in a non-equilibrium geometry, with ωB97M-V/def2-TZVPD.

Total charge   +1
LUMO energy   -6.404 eV
HOMO-LUMO gap   7.57 eV
E   -646.8732 Ha

```
14
Properties=species:S:1:pos:R:3:forces:R:3:mulliken_charge:R:1
C 0.66818 1.28413 0.15779 -2.289 3.092 -0.216 -0.254
C 0.10668 -0.04143 0.36222 0.445 -0.715 -0.331 0.226
C -1.04562 -0.64966 -0.35101 0.363 -1.296 -2.675 -0.662
N -2.20739 -0.01664 0.18692 -2.021 -1.453 -0.781 -0.585
O 1.32299 0.23098 -0.50909 3.046 -1.997 -0.455 -0.216
S 3.07752 -0.20259 0.13075 -1.850 0.933 0.907 0.129
H 0.08955 1.96619 -0.64406 1.709 -1.238 2.219 0.269
H 1.19798 1.68482 1.06952 -0.525 0.055 -1.471 0.304
H 0.39543 -0.52332 1.27676 0.234 -0.199 0.360 0.414
H -1.08441 -0.39027 -1.44664 0.754 -0.195 0.880 0.308
H -0.99775 -1.81045 -0.33914 0.018 1.763 0.398 0.316
H -2.12182 -0.14770 1.16180 -0.704 0.052 1.593 0.234
H -3.02017 -0.63884 -0.11632 1.085 1.473 0.675 0.283
H 3.61883 -0.74520 -0.93949 -0.265 -0.275 -1.103 0.234
```
Forces are in eV/Å.

***

Computed, not measured: a structure of composition C27H36As4CrF24N6O4 in a non-equilibrium geometry, with ωB97M-V/def2-TZVPD.

Total charge   +2
LUMO energy (alpha / beta)   -6.798 / -6.798 eV
HOMO-LUMO gap (alpha / beta)   5.87 / 7.90 eV
E   -14064.1466 Ha
2S+1   5

```
102
Properties=species:S:1:pos:R:3:forces:R:3:mulliken_charge:R:1
Cr 17.43035 -6.05862 2.15985 -0.289 0.413 -0.524 1.327
N 17.93242 -7.33894 4.37458 -1.252 -1.130 -0.938 1.059
O 16.83158 -6.84320 4.05255 -0.427 0.839 0.524 0.217
O 18.87357 -7.08312 3.59889 0.952 -0.620 1.342 -0.501
O 17.92928 -8.16853 5.30787 1.453 0.722 -0.025 -0.816
C 16.08295 -11.48060 5.11380 -0.112 1.093 1.380 -0.628
C 14.99670 -10.55903 5.60964 -0.122 -0.696 -0.760 0.713
O 13.84401 -10.80194 5.62864 -0.310 0.186 0.352 -0.431
N 15.43572 -9.15822 6.01021 -0.791 0.389 -1.251 0.331
H 15.92636 -9.13408 6.89877 -0.199 0.122 0.127 0.408
H 16.09118 -8.85122 5.28066 0.731 -0.252 0.266 -0.376
C 14.35705 -8.12389 5.76454 -0.022 0.435 -0.197 -0.678
H 16.85025 -10.86388 4.64744 -0.018 -0.445 -0.496 -0.046
H 15.59975 -12.25402 4.52998 0.307 0.044 -0.274 0.299
H 16.52571 -11.89595 6.02618 0.076 -0.293 -0.128 0.400
H 13.41884 -8.30019 6.27646 0.254 -0.167 0.355 0.439
H 14.17506 -8.12542 4.69049 -0.090 -0.215 0.161 0.242
H 14.80374 -7.14551 5.93877 -0.142 -0.036 0.362 0.160
C 20.98576 -9.17123 2.79121 -0.258 -0.067 -0.092 -0.945
N 22.09378 -9.48119 1.86284 0.152 -0.239 -1.098 0.216
C 21.69172 -9.73710 0.58708 0.304 0.600 1.057 -0.689
C 22.61172 -9.81086 -0.42216 -0.421 -1.397 -0.187 -0.388
C 23.96266 -9.79213 -0.12670 0.614 0.348 -0.051 1.000
C 24.37613 -9.64064 1.19331 -0.782 0.352 0.284 -0.823
C 23.40324 -9.48060 2.17336 -0.299 -0.250 0.037 -0.306
C 24.99548 -9.86544 -1.19076 0.904 0.016 -0.434 0.886
C 26.26993 -10.44306 -0.96368 -1.715 0.250 0.639 -0.844
C 27.17459 -10.46484 -1.97194 0.419 -0.200 -1.099 -0.157
N 26.87419 -9.92932 -3.17445 0.658 0.358 -0.692 -0.014
C 25.73609 -9.26726 -3.40839 -0.767 -0.871 0.424 -0.353
C 24.76425 -9.27368 -2.43588 -0.435 0.455 0.924 -0.651
C 27.83824 -10.01873 -4.32378 0.052 0.602 0.954 -0.932
H 20.50457 -8.27064 2.41401 -0.036 -0.141 -0.030 0.134
H 21.28539 -8.95296 3.81132 0.436 -0.265 -0.090 0.240
H 20.31754 -10.02768 2.72964 -0.220 0.182 0.298 0.429
H 20.62609 -9.84351 0.45195 -0.002 0.113 -0.167 0.526
H 22.21670 -10.14335 -1.37360 0.222 0.466 -0.243 0.582
H 25.42520 -9.55273 1.42516 -0.017 -0.125 0.309 0.474
H 23.58674 -9.45630 3.23747 0.354 0.433 -0.052 0.454
H 26.44443 -10.89367 0.00167 0.425 -0.133 -0.117 0.497
H 28.14115 -10.94727 -1.95375 -0.016 -0.002 0.367 0.403
H 25.53414 -8.88061 -4.39694 0.348 0.172 -0.009 0.469
H 23.83682 -8.72548 -2.54410 0.035 -0.036 -0.453 0.525
H 27.42789 -10.71538 -5.04555 0.203 0.055 -0.169 0.346
H 28.82096 -10.29059 -3.94780 -0.141 -0.437 -0.019 0.326
H 27.96157 -8.99890 -4.68095 -0.219 -0.144 -0.455 0.410
C 14.08012 -1.99954 6.67612 0.324 0.462 -0.214 -1.095
N 15.12483 -2.63268 7.49721 -1.204 -1.163 1.672 0.195
C 16.40380 -2.30136 7.40220 0.293 -0.550 -3.181 -0.632
C 17.39091 -3.25591 7.61898 -0.503 0.687 1.055 -0.292
C 17.00864 -4.36488 8.35343 1.313 0.873 0.871 1.091
C 15.71302 -4.44378 8.85874 -0.258 -0.106 0.427 -1.059
C 14.72861 -3.62247 8.35322 1.317 0.243 -0.390 -0.364
C 18.09080 -5.31160 8.75455 -0.667 -0.873 -1.259 0.349
C 18.78211 -5.95105 7.71935 0.206 -0.073 0.567 -0.660
C 19.56405 -7.04874 8.02347 0.469 0.349 -0.859 -0.468
N 19.74076 -7.50207 9.26995 -1.535 0.556 -0.267 0.144
C 19.07399 -6.87085 10.27685 1.009 -0.019 0.265 -0.449
C 18.31207 -5.75380 10.05485 -0.105 0.242 0.036 -0.581
C 20.47968 -8.72245 9.52880 0.448 -1.407 0.512 -0.982
H 13.33166 -2.75353 6.45234 -0.113 0.101 0.113 0.462
H 14.55751 -1.74657 5.73108 -0.220 0.237 -0.011 0.376
H 13.69674 -1.13690 7.21799 -0.163 0.017 -0.229 0.296
H 16.56522 -1.50082 6.68555 0.375 0.263 0.421 0.569
H 18.41541 -3.03469 7.35455 -0.040 -0.082 -0.263 0.529
H 15.50968 -5.10107 9.69446 -0.290 -0.340 -0.349 0.535
H 13.68201 -3.70633 8.59874 -0.065 0.003 -0.171 0.517
H 18.73858 -5.61655 6.68959 -0.213 -0.005 -0.042 0.482
H 20.06950 -7.56700 7.21983 0.039 -0.137 0.137 0.574
H 19.25791 -7.26682 11.26580 -0.068 0.022 0.036 0.468
H 17.91418 -5.16239 10.86911 -0.179 -0.445 0.220 0.603
H 21.32338 -8.52348 10.18560 -0.069 0.037 0.042 0.363
H 20.84231 -9.25972 8.65373 0.042 0.852 -0.446 0.328
H 19.83970 -9.49366 9.96289 -0.175 0.444 0.437 0.404
As 18.47890 -2.95051 3.78600 0.227 1.075 1.895 2.036
F 19.54231 -3.84793 4.93135 -0.661 -0.003 -0.881 -0.478
F 17.14358 -3.63784 4.70566 0.341 -0.206 -0.467 -0.407
F 17.40158 -2.08371 2.78886 0.163 -0.355 -0.103 -0.452
F 19.87638 -2.38532 2.98120 -0.426 -0.292 0.087 -0.422
F 18.38623 -4.34867 2.63581 0.018 -0.073 0.372 -0.585
F 18.47647 -1.62199 4.94305 0.138 -0.372 -0.259 -0.529
As 13.89639 -4.39824 3.50173 -1.997 0.236 -1.926 1.940
F 15.44239 -4.95875 2.78522 0.080 0.433 0.108 -0.415
F 14.46009 -4.59388 5.14716 0.263 -0.047 0.114 -0.326
F 12.31621 -3.89966 4.03246 0.416 -0.264 0.950 -0.513
F 13.18877 -4.19167 1.89746 1.314 -0.330 0.715 -0.478
F 13.45791 -6.09177 3.51272 0.070 0.386 0.207 -0.457
F 14.42152 -2.73918 3.55071 0.296 -0.652 -0.022 -0.485
As 20.70748 -5.83460 0.18741 0.876 1.102 -1.218 2.013
F 22.34988 -5.65326 -0.41863 -0.738 -0.270 0.545 -0.528
F 20.74773 -7.55357 -0.26090 -0.038 0.499 0.313 -0.437
F 19.01978 -6.15426 0.74477 -0.231 -0.144 0.185 -0.628
F 20.54941 -4.17821 0.63064 0.167 -0.728 0.237 -0.457
F 20.08520 -5.43045 -1.36510 -0.048 -0.510 0.239 -0.465
F 21.31033 -6.25243 1.77105 -0.277 -0.165 -0.279 -0.435
As 16.21173 -9.48463 1.73960 -1.569 -1.954 -1.011 2.008
F 15.61978 -8.97192 3.35224 0.068 -0.313 -1.225 -0.558
F 17.71161 -9.78538 2.59704 0.005 0.405 -0.425 -0.442
F 16.94507 -10.00515 0.23626 -0.127 0.621 1.024 -0.504
F 14.71061 -9.11567 0.96990 0.650 -0.052 0.602 -0.446
F 16.64258 -7.78584 1.31457 0.693 0.361 0.647 -0.686
F 15.64611 -11.12384 2.01451 0.562 0.936 0.337 -0.499
```
Forces are in eV/Å.